# 1
C37H37As2F3N4RhSSe | ωB97M-V/def2-TZVPD

Summary:
- total charge = +1
- gap between HOMO and LUMO (alpha / beta) (eV) = 6.49 / 6.45
- HOMO energy (alpha / beta) (eV) = -10.02 / -10.01
- relative energy (zero: lowest compared OMol25 entry of this formula, charge and spin) (kcal per mole) = 18.84
- LUMO level (alpha / beta) (Eh) = -0.12991 / -0.13087

Element x y z (Å)
1 Rh 0.75161 -0.41632 0.25972
2 F -2.09159 -0.89065 -3.53280
3 C -2.66944 -2.07037 -3.22504
4 F -3.68649 -1.81203 -2.38308
5 F -3.21321 -2.53906 -4.36345
6 C -1.67446 -3.04660 -2.65722
7 C -1.47372 -4.26565 -3.27986
8 C -0.50262 -5.12573 -2.79018
9 C 0.24599 -4.70390 -1.70767
10 N 0.05046 -3.54647 -1.08028
11 C -0.91486 -2.72715 -1.51110
12 S -1.28418 -1.31681 -0.56500
13 H -2.07100 -4.53877 -4.13886
14 H -0.32405 -6.08755 -3.24867
15 H 1.04212 -5.32641 -1.31005
16 C 0.09793 -3.48534 2.63114
17 As 1.40347 -2.37175 1.71420
18 C 2.67194 -1.97743 3.15284
19 C 2.49885 -3.62474 0.72063
20 C 2.81441 -4.87781 1.22882
21 C 3.65321 -5.72839 0.52182
22 C 4.17497 -5.32343 -0.69790
23 C 3.83934 -4.08117 -1.21810
24 C 3.00108 -3.22852 -0.51221
25 As 2.47799 -1.49122 -1.22716
26 C 4.20460 -0.59204 -1.06747
27 C 2.39403 -1.76463 -3.15482
28 H 0.55078 -4.01964 3.46370
29 H -0.33642 -4.18393 1.91832
30 H -0.68933 -2.83412 3.00770
31 H 2.99440 -2.90531 3.62163
32 H 2.20890 -1.32576 3.89233
33 H 3.53618 -1.46569 2.73148
34 H 2.40581 -5.19252 2.18213
35 H 3.90717 -6.69940 0.92567
36 H 4.84178 -5.97404 -1.24788
37 H 4.24201 -3.78087 -2.17863
38 H 4.97985 -1.23782 -1.47701
39 H 4.41198 -0.40519 -0.01489
40 H 4.19976 0.36007 -1.59532
41 H 3.35178 -2.13224 -3.51779
42 H 2.17181 -0.81321 -3.63622
43 H 1.60670 -2.47504 -3.40247
44 N 0.45951 1.43267 -0.24933
45 C 0.05600 2.23327 -1.14789
46 C 1.01260 3.26635 -1.64490
47 C 2.33403 2.91281 -1.89801
48 C 3.26379 3.87744 -2.24500
49 C 2.88537 5.21088 -2.32359
50 C 1.57232 5.57194 -2.06071
51 C 0.63501 4.60707 -1.72620
52 C -1.34884 2.24717 -1.63762
53 C -2.33688 1.58577 -0.90444
54 C -3.64964 1.56660 -1.33851
55 C -3.99209 2.19294 -2.52919
56 C -3.01076 2.81156 -3.28933
57 C -1.69703 2.84491 -2.84987
58 H 2.61547 1.86995 -1.82711
59 H 4.29019 3.59607 -2.44301
60 H 3.61352 5.96626 -2.58713
61 H 1.27618 6.61195 -2.10563
62 H -0.38399 4.89857 -1.50872
63 H -2.04997 1.05131 -0.00767
64 H -4.39875 1.03928 -0.76211
65 H -5.01747 2.17538 -2.87414
66 H -3.26916 3.26567 -4.23698
67 H -0.94044 3.30994 -3.46659
68 C -1.89277 0.98767 5.54707
69 N -1.99151 1.81530 4.36422
70 C -1.32377 1.63547 3.20810
71 Se -0.09342 0.30893 2.85471
72 N -1.69957 2.60886 2.35703
73 C -2.63592 3.43554 2.95816
74 C -3.33160 4.54696 2.51128
75 C -4.19724 5.14499 3.41134
76 C -4.35315 4.66077 4.71203
77 C -3.66101 3.54661 5.15563
78 C -2.80960 2.93544 4.24875
79 H -1.29856 0.11056 5.30875
80 H -2.88738 0.67593 5.86347
81 H -1.41444 1.53681 6.35808
82 H -1.35292 2.66870 1.41211
83 H -3.20377 4.93129 1.50839
84 H -4.76996 6.00825 3.10135
85 H -5.02896 5.16670 5.38742
86 H -3.77299 3.17410 6.16478

These are the Mulliken partial charges, in e, on atoms 1 to 8:
1 Rh 0.00
2 F -0.20
3 C 0.52
4 F -0.21
5 F -0.31
6 C -0.08
7 C -0.50
8 C -0.99

# 2
C37H37BaN3P2 | ωB97M-V/def2-TZVPD

Summary:
- total charge = 0
- gap between HOMO and LUMO (eV) = 6.04
- HOMO energy (eV) = -6.89
- relative energy (zero: lowest compared OMol25 entry of this formula, charge and spin) (kcal per mole) = 34.68
- LUMO level (Eh) = -0.03118

Element x y z (Å)
1 Ba -3.53529 0.87857 -0.40824
2 C -3.11095 5.85785 1.90585
3 C -1.98465 5.37568 1.37333
4 C -0.83248 4.77968 2.12485
5 C -1.11392 3.29136 2.42780
6 C -2.26290 3.03184 3.34953
7 C -2.89202 3.86437 4.18806
8 C -2.78335 5.34466 4.42824
9 C -3.44969 6.20094 3.32114
10 C -5.47713 0.56409 1.68083
11 H -3.96885 5.97942 1.22338
12 H -1.76332 5.64912 0.33564
13 H -0.62175 5.33329 3.05905
14 H 0.02564 4.84261 1.42370
15 H -1.36722 2.83107 1.45400
16 H -0.17608 2.82359 2.78318
17 H -2.60044 1.98121 3.33813
18 H -3.64720 3.41659 4.83681
19 H -1.74589 5.68110 4.58975
20 H -3.37772 5.57167 5.33745
21 H -4.54958 6.09785 3.40757
22 H -3.17285 7.26050 3.47444
23 H -6.50550 0.99338 1.55606
24 H -4.80243 1.28252 2.21774
25 H -5.62025 -0.25669 2.42167
26 P 1.68062 -1.52640 -2.90118
27 P 1.32482 -3.66666 -0.63116
28 C 2.90892 -1.62507 -1.57511
29 C 2.83153 -2.66775 -0.70461
30 C 2.81975 -1.54936 -4.37371
31 C 4.17558 -1.20754 -4.30913
32 C 4.96020 -1.17104 -5.46491
33 C 4.40722 -1.54676 -6.69187
34 C 3.07391 -1.97628 -6.76409
35 C 2.28615 -1.97871 -5.60932
36 C 1.12379 0.19726 -2.66352
37 C 0.30657 0.45355 -1.54400
38 C -0.13490 1.74662 -1.29291
39 C 0.25163 2.80423 -2.12835
40 C 1.08167 2.54617 -3.22554
41 C 1.49776 1.24127 -3.51718
42 C 2.20767 -5.29082 -0.36702
43 C 2.96129 -5.79248 -1.44608
44 C 3.73146 -6.94567 -1.29003
45 C 3.72477 -7.62852 -0.06265
46 C 2.93597 -7.15924 0.99796
47 C 2.15529 -6.00890 0.83387
48 C 0.75814 -3.28265 1.06067
49 C -0.54128 -3.71812 1.39733
50 C -0.98520 -3.58341 2.71255
51 C -0.16512 -2.98801 3.68261
52 C 1.08219 -2.48174 3.31285
53 C 1.53347 -2.59637 1.99751
54 H 3.65192 -0.81722 -1.50349
55 H 3.65618 -2.96138 -0.04324
56 H 4.61256 -0.98607 -3.34164
57 H 6.00191 -0.85789 -5.38627
58 H 5.02437 -1.52057 -7.58760
59 H 2.65874 -2.31281 -7.72097
60 H 1.25412 -2.33062 -5.65796
61 H 0.04769 -0.35539 -0.84821
62 H -0.72763 1.95594 -0.38444
63 H -0.06882 3.82372 -1.88028
64 H 1.39166 3.37002 -3.86850
65 H 2.12171 1.05544 -4.39204
66 H 2.96759 -5.25756 -2.39603
67 H 4.33648 -7.31613 -2.12339
68 H 4.33977 -8.52355 0.06694
69 H 2.92636 -7.68773 1.95563
70 H 1.53663 -5.65059 1.65692
71 H -1.18670 -4.18553 0.64723
72 H -1.96657 -3.96213 3.00181
73 H -0.49506 -2.90979 4.72158
74 H 1.72959 -2.00670 4.04582
75 H 2.49512 -2.18576 1.70080
76 N -4.98656 2.89188 -1.07377
77 C -5.28232 3.49719 -0.08230
78 N -5.31648 4.10616 1.05438
79 C -6.31262 4.65186 1.71629
80 N -7.06767 5.20140 2.43977

These are the Mulliken partial charges, in e, on atoms 1 to 8:
1 Ba 1.45
2 C -0.62
3 C -0.22
4 C -1.01
5 C 0.28
6 C -0.41
7 C -0.39
8 C -0.93

# 3
C37H37BrN5O2PRuSe | ωB97M-V/def2-TZVPD

Summary:
- multiplicity = 5
- total charge = +2
- gap between HOMO and LUMO (alpha / beta) (eV) = 6.20 / 4.18
- HOMO energy (alpha / beta) (eV) = -12.49 / -12.48
- relative energy (zero: lowest compared OMol25 entry of this formula, charge and spin) (kcal per mole) = 0.00
- LUMO level (alpha / beta) (Eh) = -0.23131 / -0.30506

Element x y z (Å)
1 Ru 0.09765 -0.14141 0.27376
2 C 4.96385 0.88692 2.65155
3 C 4.65511 0.66158 1.16443
4 C 4.95966 1.92258 0.33868
5 C 5.42053 -0.55270 0.61575
6 C 3.22104 0.38583 1.02702
7 N 2.10111 0.16578 0.91500
8 H 6.02992 1.08805 2.75098
9 H 4.72498 0.00574 3.24609
10 H 4.41614 1.74200 3.04651
11 H 6.02452 2.13548 0.42623
12 H 4.40606 2.78466 0.70958
13 H 4.72429 1.77502 -0.71518
14 H 6.48707 -0.34119 0.68445
15 H 5.17488 -0.73841 -0.42957
16 H 5.21145 -1.45058 1.19660
17 Br 2.43859 2.63865 -7.66713
18 C 1.95131 2.05824 -5.94774
19 C 2.50874 0.89139 -5.43746
20 C 2.14039 0.46190 -4.17638
21 C 1.23072 1.20275 -3.42502
22 C 0.68882 2.37785 -3.94183
23 C 1.04122 2.80513 -5.20803
24 C 0.82320 0.72676 -2.09809
25 O 1.09889 -0.43997 -1.69607
26 O 0.15866 1.47372 -1.29768
27 H 3.21906 0.32991 -6.02755
28 H 2.55108 -0.45292 -3.77112
29 H -0.00386 2.95782 -3.34653
30 H 0.62442 3.71228 -5.62199
31 Se -0.89863 0.69685 2.29865
32 C -0.92713 2.53410 2.69863
33 C -0.58233 3.49552 1.75088
34 C -0.63591 4.82261 2.14943
35 N -0.99496 5.20395 3.37204
36 C -1.31953 4.27282 4.26188
37 C -1.30931 2.91222 3.98218
38 H -0.28032 3.22369 0.74730
39 H -0.37795 5.61324 1.45493
40 H -1.60489 4.62365 5.24619
41 H -1.58538 2.18745 4.73547
42 N 0.02110 -7.35902 1.72510
43 C 0.47436 -8.63805 1.49611
44 C 0.17901 -9.86055 2.09774
45 C 0.84155 -10.95831 1.59775
46 C 1.76729 -10.85624 0.53755
47 C 2.05495 -9.65017 -0.05190
48 C 1.39198 -8.51823 0.43993
49 N 1.48602 -7.20673 0.04471
50 C 0.66415 -6.54985 0.82335
51 C 0.48290 -5.11309 0.71712
52 C -0.35884 -4.36836 1.54955
53 C -0.45406 -3.00872 1.36663
54 N 0.22048 -2.34866 0.40921
55 C 1.03828 -3.05943 -0.39350
56 C 1.19291 -4.41768 -0.26807
57 H -0.65832 -7.09333 2.41532
58 H -0.52822 -9.94804 2.91119
59 H 0.64946 -11.93125 2.02917
60 H 2.25746 -11.75422 0.18793
61 H 2.76306 -9.56350 -0.86400
62 H -0.93324 -4.82431 2.34363
63 H -1.08834 -2.41454 2.01464
64 H 1.55643 -2.50050 -1.15876
65 H 1.85756 -4.96184 -0.92349
66 C -3.20915 -1.35301 0.13878
67 P -2.03484 -0.31817 -0.77275
68 C -2.86098 1.28071 -0.91180
69 C -1.86579 -1.02946 -2.40644
70 C -1.89654 -0.21101 -3.53396
71 C -1.70242 -0.76104 -4.79194
72 C -1.47644 -2.12259 -4.92551
73 C -1.44756 -2.94250 -3.80317
74 C -1.63586 -2.39970 -2.54494
75 H -2.88877 -2.39275 0.16039
76 H -4.17305 -1.29656 -0.36920
77 H -3.32133 -0.98802 1.16028
78 H -3.76271 1.15826 -1.51329
79 H -2.20066 2.01886 -1.36038
80 H -3.14454 1.61492 0.08727
81 H -2.06988 0.85361 -3.44185
82 H -1.73009 -0.12444 -5.66612
83 H -1.32880 -2.55050 -5.90797
84 H -1.28164 -4.00577 -3.91215
85 H -1.61068 -3.04907 -1.67756

These are the Mulliken partial charges, in e, on atoms 1 to 8:
1 Ru 1.38
2 C -1.60
3 C 1.99
4 C -1.57
5 C -1.55
6 C -0.40
7 N -0.51
8 H 0.41

# 4
C37H37CeCl3O2P2 | ωB97M-V/def2-TZVPD

Summary:
- total charge = +2
- gap between HOMO and LUMO (alpha / beta) (eV) = 4.22 / 4.23
- HOMO energy (alpha / beta) (eV) = -12.76 / -12.76
- LUMO level (alpha / beta) (Eh) = -0.31354 / -0.31330

Element x y z (Å)
1 Ce -2.73899 -4.45606 -1.93639
2 C 1.57521 0.79880 -1.77505
3 C 1.45239 -0.30638 -2.51942
4 C 2.52337 -1.29306 -2.88547
5 C 2.60050 -2.52235 -1.93605
6 C 2.44124 -2.21900 -0.46703
7 C 2.90613 -1.11884 0.12773
8 C 3.67080 -0.00272 -0.51338
9 C 2.75658 1.19028 -0.94073
10 C -1.84944 -4.44854 0.17627
11 H 0.74887 1.52511 -1.76820
12 H 0.45319 -0.54654 -2.92552
13 H 3.49734 -0.79769 -2.97105
14 H 2.30768 -1.68003 -3.88650
15 H 1.82888 -3.25949 -2.21340
16 H 3.55757 -3.01758 -2.14770
17 H 1.95314 -3.00373 0.12774
18 H 2.77139 -0.97114 1.20779
19 H 4.27247 -0.33915 -1.37299
20 H 4.39406 0.42139 0.20258
21 H 2.37266 1.69904 -0.04152
22 H 3.36538 1.94452 -1.46306
23 H -2.00958 -3.47821 0.66839
24 H -0.77921 -4.68607 0.21503
25 H -2.41254 -5.21295 0.73309
26 P -3.28751 -5.76586 -4.38051
27 P -2.45553 -7.77573 -1.86503
28 C -1.76043 -6.78706 -4.36593
29 C -1.51307 -7.70529 -3.41641
30 C -4.13486 -6.37624 -5.86782
31 C -3.37192 -6.91033 -6.90909
32 C -3.99525 -7.42802 -8.04315
33 C -5.38874 -7.43075 -8.14476
34 C -6.15255 -6.89800 -7.09732
35 C -5.53893 -6.37271 -5.95992
36 C -2.33467 -4.28390 -4.89511
37 C -1.18779 -3.92496 -4.14311
38 C -0.80990 -2.57268 -4.14163
39 C -1.33050 -1.70527 -5.10115
40 C -2.19570 -2.19321 -6.09203
41 C -2.77663 -3.44276 -5.94491
42 C -2.74335 -9.65597 -1.98703
43 C -3.44094 -10.16862 -3.10091
44 C -3.58980 -11.54930 -3.29181
45 C -3.03502 -12.45454 -2.37798
46 C -2.34971 -11.95874 -1.26152
47 C -2.21844 -10.57639 -1.06516
48 C -1.05382 -7.75618 -0.67822
49 C -1.38050 -7.54734 0.67401
50 C -0.37629 -7.46952 1.63929
51 C 0.96545 -7.61255 1.27065
52 C 1.29422 -7.82444 -0.06897
53 C 0.29156 -7.87738 -1.04388
54 H -1.04549 -6.63385 -5.19077
55 H -0.73977 -8.47630 -3.55599
56 H -2.28934 -6.93722 -6.83078
57 H -3.38216 -7.82676 -8.84996
58 H -5.87145 -7.84210 -9.03382
59 H -7.23965 -6.89497 -7.18063
60 H -6.13360 -5.96006 -5.14613
61 H -0.57855 -4.66338 -3.56828
62 H -0.08983 -2.23461 -3.40922
63 H -1.02960 -0.65753 -5.10568
64 H -2.40924 -1.57541 -6.96660
65 H -3.55561 -3.78889 -6.63256
66 H -3.84781 -9.48762 -3.84674
67 H -4.13370 -11.93076 -4.16113
68 H -3.13840 -13.53479 -2.53483
69 H -1.90871 -12.65851 -0.54704
70 H -1.66826 -10.22745 -0.19178
71 H -2.42853 -7.39184 0.95337
72 H -0.64422 -7.28521 2.67982
73 H 1.74969 -7.55305 2.02082
74 H 2.33326 -7.94707 -0.37368
75 H 0.56562 -8.00418 -2.09321
76 Cl -1.18675 -0.69843 0.86594
77 C -2.69516 -0.55241 -0.04483
78 Cl -4.07835 -0.67399 1.06441
79 Cl -2.67899 0.97044 -0.95828
80 C -2.77197 -1.77294 -1.09675
81 O -1.69423 -2.17214 -1.64234
82 O -3.85402 -2.42331 -1.27446

These are the Mulliken partial charges, in e, on atoms 1 to 8:
1 Ce 0.80
2 C -0.57
3 C 0.33
4 C -1.27
5 C -0.10
6 C -0.35
7 C -0.44
8 C -0.85

# 5
C37H37Cl2IrN5O2 | ωB97M-V/def2-TZVPD

Summary:
- multiplicity = 5
- total charge = -1
- gap between HOMO and LUMO (alpha / beta) (eV) = 4.39 / 7.05
- HOMO energy (alpha / beta) (eV) = -1.86 / -4.53
- relative energy (zero: lowest compared OMol25 entry of this formula, charge and spin) (kcal per mole) = 0.00
- LUMO level (alpha / beta) (Eh) = 0.09280 / 0.09262

Element x y z (Å)
1 Ir 0.09363 1.12200 0.53791
2 C 2.35424 1.05146 -1.76641
3 N 2.33358 1.47630 -0.36936
4 C 3.25276 0.68170 0.43916
5 C 2.44998 2.90509 -0.22573
6 C 3.65467 3.51599 0.05781
7 C 3.72340 4.88768 0.28368
8 C 2.55347 5.62614 0.24310
9 C 1.33733 5.02536 -0.05076
10 C 1.25063 3.65508 -0.32466
11 N 0.10026 2.92456 -0.56060
12 C -1.10701 3.45008 -0.95327
13 C -1.31402 4.71022 -1.53874
14 C -2.58473 5.15854 -1.86313
15 C -3.69942 4.36893 -1.63869
16 C -3.51108 3.08181 -1.14721
17 C -2.24821 2.61389 -0.83967
18 N -2.03047 1.23320 -0.47496
19 C -1.85836 0.40385 -1.67850
20 C -3.03033 0.64009 0.41171
21 H 3.35227 1.19122 -2.20549
22 H 1.62685 1.63629 -2.32613
23 H 2.08027 -0.00250 -1.82076
24 H 4.28279 0.71426 0.05762
25 H 2.90551 -0.35148 0.42996
26 H 3.23464 1.04149 1.46712
27 H 4.55130 2.91493 0.12885
28 H 4.67013 5.35743 0.51171
29 H 2.57501 6.68584 0.46552
30 H 0.43385 5.61285 -0.00256
31 H -0.46406 5.33940 -1.75205
32 H -2.69834 6.14447 -2.29744
33 H -4.69341 4.72778 -1.86837
34 H -4.36350 2.42824 -1.01956
35 H -2.80052 0.33693 -2.23965
36 H -1.53656 -0.59280 -1.37537
37 H -1.09312 0.84975 -2.31245
38 H -3.99852 0.50706 -0.08693
39 H -3.14840 1.27032 1.29095
40 H -2.66535 -0.33664 0.72967
41 Cl 2.12766 -0.66482 4.14689
42 C 1.19636 0.77053 4.47239
43 C 1.55476 1.50078 5.59317
44 C 0.98862 2.74295 5.83421
45 C 0.06575 3.24575 4.92875
46 C -0.30778 2.49372 3.83187
47 Cl -1.51364 3.17592 2.76972
48 C 0.22153 1.21965 3.56523
49 N -0.18918 0.54423 2.43887
50 H 2.31152 1.09403 6.24971
51 H 1.27591 3.31872 6.70250
52 H -0.38956 4.21588 5.07005
53 C 0.09978 -3.81363 -5.34129
54 C -0.47635 -4.26149 -4.02448
55 C -1.51470 -5.18318 -4.00213
56 C -2.05599 -5.59134 -2.79102
57 C -1.57525 -5.08377 -1.60109
58 C -0.52125 -4.16124 -1.60016
59 N -0.05285 -3.56991 -0.43548
60 C -0.22226 -4.02134 0.87795
61 C -0.27794 -5.36006 1.18991
62 C -0.47315 -5.80621 2.50757
63 C -0.61237 -4.86215 3.52398
64 C -0.52893 -3.51566 3.25593
65 C -0.29831 -3.02761 1.93137
66 C -0.16053 -1.65631 1.68999
67 O -0.40607 -0.83564 2.76367
68 O 0.14962 -1.08728 0.57143
69 C 0.03925 -3.75526 -2.82749
70 C 1.16660 -2.75798 -2.85050
71 H -0.47882 -4.21768 -6.17175
72 H 1.13391 -4.14646 -5.45991
73 H 0.10613 -2.72579 -5.42911
74 H -1.90465 -5.57195 -4.93507
75 H -2.87809 -6.29625 -2.77593
76 H -2.01852 -5.37032 -0.65901
77 H 0.14446 -2.57492 -0.47179
78 H -0.16505 -6.08326 0.39261
79 H -0.51549 -6.86537 2.72032
80 H -0.78030 -5.18712 4.54471
81 H -0.62113 -2.79656 4.05766
82 H 1.69273 -2.74830 -1.89777
83 H 0.80542 -1.74146 -3.03691
84 H 1.88698 -2.98866 -3.63593

These are the Mulliken partial charges, in e, on atoms 1 to 8:
1 Ir 1.42
2 C -1.17
3 N 0.79
4 C -1.22
5 C 0.19
6 C -0.28
7 C -0.87
8 C -0.79

Strongest force on any atom in hartree/bohr, matching the order above: 0.03160; 0.04917; 0.01422; 0.04738; 0.01368
Total energy in Eh, matching the order above: -9332.31680; -2304.38955; -7267.61512; -4120.30743; -2881.05085